Entry 1:
Density functional theory data (ωB97M-V/def2-TZVPD) for 4 unconnected molecules or ions with the total composition C33H70N2O10P.

ORCA input file:
```
! RIJCOSX wB97M-V def2-TZVPD def2/J DEFGRID3
* xyz 1 1
C 6.444 -3.219 2.105
C 6.315 -1.758 2.729
C 5.826 -0.802 1.558
C 4.369 -0.243 1.833
C 3.300 -0.725 0.759
C 2.294 0.460 0.481
C 1.174 0.008 -0.534
P -0.175 -1.047 0.191
C 0.350 -2.846 0.130
C 0.188 -3.613 1.515
O 1.455 -3.636 2.201
C -0.151 -5.133 1.150
N -0.937 -5.801 2.222
C -0.762 -0.524 1.846
C -2.166 -0.260 2.159
C -2.672 0.117 3.462
N -1.837 0.237 4.521
C -0.531 0.025 4.256
C 0.124 -0.350 3.024
H 5.515 -3.367 1.493
H 6.473 -4.022 2.880
H 7.308 -3.271 1.394
H 5.574 -1.818 3.571
H 7.275 -1.404 3.173
H 5.796 -1.391 0.601
H 6.594 0.000 1.424
H 4.027 -0.527 2.867
H 4.430 0.875 1.797
H 2.744 -1.635 1.113
H 3.855 -0.923 -0.200
H 1.873 0.927 1.402
H 2.894 1.253 -0.046
H 0.711 0.853 -1.112
H 1.685 -0.635 -1.309
H -1.298 -0.915 -0.688
H -0.296 -3.338 -0.642
H 1.420 -2.904 -0.183
H -0.602 -3.201 2.183
H 2.143 -3.874 1.555
H -0.771 -5.221 0.218
H 0.793 -5.698 0.955
H -1.880 -5.402 2.151
H -0.542 -5.502 3.117
H -2.908 -0.364 1.329
H -3.763 0.291 3.576
H 0.156 0.155 5.131
H 1.224 -0.504 2.944
C 2.360 -6.283 -1.321
O 3.148 -7.434 -1.150
C 3.050 -7.959 0.170
C 3.538 -9.398 0.207
O 2.560 -10.332 -0.235
C 2.326 -10.374 -1.641
C 3.440 -11.065 -2.409
O 4.526 -10.171 -2.616
C 5.721 -10.853 -2.939
H 2.669 -5.496 -0.620
H 2.498 -5.925 -2.341
H 1.300 -6.523 -1.178
H 2.010 -7.917 0.517
H 3.679 -7.341 0.824
H 3.732 -9.658 1.251
H 4.477 -9.521 -0.335
H 2.116 -9.381 -2.039
H 1.417 -10.968 -1.763
H 3.068 -11.373 -3.395
H 3.774 -11.948 -1.853
H 6.024 -11.507 -2.115
H 6.503 -10.111 -3.097
H 5.597 -11.439 -3.856
C -5.696 7.930 1.621
O -4.899 6.770 1.772
C -4.996 6.223 3.081
C -4.505 4.786 3.090
O -5.484 3.856 2.629
C -5.717 3.845 1.224
C -4.601 3.173 0.443
O -3.515 4.072 0.257
C -2.322 3.398 -0.075
H -5.390 8.703 2.332
H -5.559 8.306 0.607
H -6.755 7.687 1.760
H -6.035 6.257 3.428
H -4.369 6.830 3.745
H -4.309 4.506 4.128
H -3.566 4.676 2.545
H -5.928 4.846 0.848
H -6.625 3.252 1.087
H -4.970 2.885 -0.550
H -4.265 2.278 0.982
H -2.022 2.727 0.740
H -1.537 4.141 -0.217
H -2.447 2.830 -1.005
C -1.518 6.834 -6.298
O -1.597 7.466 -5.037
C -1.960 8.837 -5.150
C -2.456 9.367 -3.816
O -3.816 9.031 -3.550
C -4.063 7.677 -3.183
C -3.629 7.355 -1.763
O -2.229 7.112 -1.713
C -1.721 7.223 -0.400
H -0.775 7.327 -6.932
H -1.216 5.798 -6.139
H -2.496 6.838 -6.790
H -2.745 8.958 -5.906
H -1.067 9.396 -5.458
H -2.434 10.459 -3.861
H -1.806 9.066 -2.993
H -3.628 6.984 -3.905
H -5.148 7.558 -3.236
H -4.139 6.444 -1.421
H -3.894 8.189 -1.103
H -1.864 8.240 -0.019
H -0.651 7.013 -0.428
H -2.209 6.500 0.263
*
```

Computed properties:
- Electronic energy: -2502.14090 a.u.
- LUMO: -3.8 eV
- HOMO level: -10.48 eV

These are the Löwdin partial charges, in e, on atoms 1 to 8:
1. C -0.12
2. C -0.24
3. C -0.20
4. C -0.19
5. C -0.21
6. C -0.24
7. C -0.29
8. P 1.10

Entry 2:
Density functional theory data (ωB97M-V/def2-TZVPD) for a molecular structure, C33H72Br18InNPS.

ORCA input file:
```
! RIJCOSX wB97M-V def2-TZVPD def2/J DEFGRID3
* xyz -1 1
C -5.518 3.057 -3.453
C -4.203 3.278 -4.236
C -3.051 2.394 -3.762
C -2.324 2.936 -2.515
C -2.437 2.031 -1.283
C -1.372 0.921 -1.225
C -0.548 0.896 0.069
C -1.048 -0.077 1.133
C 0.035 -0.430 2.148
C 0.595 0.750 2.974
C 0.265 0.706 4.474
C 1.435 0.267 5.373
In 1.151 1.003 7.460
C 1.455 -0.607 8.982
C 2.529 2.712 7.858
N 1.743 3.908 8.238
C 2.135 5.189 7.673
P -1.227 1.906 7.779
S -1.842 3.368 6.566
H -5.387 2.280 -2.707
H -5.830 3.971 -2.956
H -6.321 2.783 -4.129
H -3.914 4.322 -4.131
H -4.389 3.117 -5.296
H -3.430 1.391 -3.567
H -2.337 2.306 -4.580
H -1.275 3.095 -2.756
H -2.749 3.907 -2.263
H -2.383 2.636 -0.381
H -3.431 1.585 -1.299
H -0.688 1.039 -2.064
H -1.848 -0.052 -1.340
H 0.482 0.620 -0.149
H -0.508 1.897 0.495
H -1.362 -1.006 0.651
H -1.930 0.317 1.644
H 0.850 -0.904 1.596
H -0.340 -1.186 2.839
H 0.198 1.679 2.565
H 1.675 0.792 2.855
H -0.559 0.020 4.659
H -0.066 1.695 4.784
H 1.510 -0.822 5.406
H 2.375 0.656 4.978
H 2.526 -0.742 9.128
H 0.994 -0.340 9.931
H 1.033 -1.546 8.631
H 3.226 2.447 8.662
H 3.138 2.925 6.981
H 1.673 3.969 9.239
H 2.604 5.852 8.410
H 1.265 5.714 7.280
H 2.849 5.038 6.868
H -2.100 0.802 7.760
H -1.336 2.358 9.111
Br 3.124 0.307 0.645
C 4.652 1.122 -0.227
C 4.266 2.405 -0.910
Br 3.251 2.080 -2.540
H 5.049 0.387 -0.922
H 5.378 1.319 0.561
H 5.152 2.957 -1.216
H 3.644 3.030 -0.279
Br 6.004 -1.897 -3.109
C 5.550 -3.216 -1.750
C 4.213 -3.859 -2.002
Br 2.762 -2.643 -1.572
H 5.575 -2.695 -0.798
H 6.343 -3.960 -1.781
H 4.086 -4.720 -1.352
H 4.083 -4.164 -3.035
Br -5.788 1.890 -8.190
C -6.825 3.401 -8.839
C -6.526 4.650 -8.058
Br -7.337 4.606 -6.293
H -7.869 3.112 -8.773
H -6.545 3.527 -9.882
H -6.941 5.521 -8.557
H -5.462 4.798 -7.907
Br -5.458 7.730 -9.973
C -6.586 8.852 -8.850
C -5.777 9.609 -7.832
Br -5.184 8.464 -6.380
H -7.318 8.199 -8.387
H -7.085 9.537 -9.530
H -6.384 10.383 -7.369
H -4.888 10.054 -8.265
Br -8.209 -1.105 -9.789
C -7.170 -2.442 -8.836
C -5.691 -2.192 -8.963
Br -5.023 -2.674 -10.725
H -7.462 -3.408 -9.233
H -7.476 -2.366 -7.795
H -5.140 -2.810 -8.258
H -5.440 -1.148 -8.811
Br 4.183 2.685 3.417
C 4.813 1.136 4.395
C 6.298 1.181 4.633
Br 7.310 0.788 3.014
H 4.512 0.266 3.820
H 4.275 1.147 5.341
H 6.591 0.420 5.352
H 6.630 2.155 4.973
Br 5.888 -7.120 -1.953
C 5.402 -8.319 -0.499
C 4.040 -8.919 -0.711
Br 2.630 -7.624 -0.376
H 5.458 -7.737 0.415
H 6.162 -9.094 -0.489
H 3.877 -9.734 -0.010
H 3.903 -9.276 -1.726
Br 9.777 -13.296 1.119
C 9.381 -12.250 -0.470
C 8.375 -11.166 -0.194
Br 6.575 -11.880 0.005
H 9.035 -12.948 -1.224
H 10.327 -11.813 -0.782
H 8.329 -10.472 -1.032
H 8.595 -10.621 0.718
Br -2.894 -1.341 5.500
C -3.938 -2.577 6.575
C -4.770 -1.868 7.613
Br -3.700 -1.264 9.118
H -3.241 -3.278 7.021
H -4.583 -3.102 5.874
H -5.509 -2.547 8.034
H -5.268 -0.992 7.209
*
```

Computed properties:
- Electronic energy: -48617.24270 a.u.
- LUMO: 1.2 eV
- HOMO level: -3.82 eV

These are the Löwdin partial charges, in e, on atoms 1 to 8:
1. C -0.11
2. C -0.27
3. C -0.22
4. C -0.20
5. C -0.20
6. C -0.19
7. C -0.22
8. C -0.21